[1]
Formula: CH4NO2Si
Source: the Open Molecules 2025 dataset
Level of theory: ωB97M-V with the def2-TZVPD basis set

Computed properties:
Calculated total energy, eV: -14561.433
Net charge: -1
ΔE to the lowest compared entry with this formula, charge and spin, eV: 5.094
Highest occupied orbital energy, eV: -3.66
Orbital gap, eV: 7.83

```
9
Properties=species:S:1:pos:R:3:mulliken_charge:R:1
C -0.32436 -0.77421 0.00019 -0.38
N -1.40874 -0.05933 -0.02539 0.78
O -2.58428 -0.47661 -0.10411 -0.74
O -1.14949 1.20775 0.05917 -0.69
Si 1.11388 0.36763 0.04708 0.47
H -0.51035 -2.15412 -0.16792 0.19
H 1.25215 1.13222 1.29634 -0.17
H 1.27302 1.25247 -1.11365 -0.18
H 2.33816 -0.49581 0.00828 -0.27
```

***

[2]
Formula: C11H15ClN2
Source: the Open Molecules 2025 dataset
Level of theory: ωB97M-V with the def2-TZVPD basis set

Computed properties:
Calculated total energy, eV: -27153.123
ΔE to the lowest compared entry with this formula, charge and spin, eV: 0.261
Highest occupied orbital energy, eV: -9.01
SMILES: Clc1ccc(CNC2CCCC2)cn1
Orbital gap, eV: 9.75

```
29
Properties=species:S:1:pos:R:3:mulliken_charge:R:1
Cl 4.98616 -0.56857 0.39110 -0.19
C 3.32982 -0.11332 0.09016 0.28
C 2.95405 1.21586 0.29840 -0.54
C 1.63221 1.54428 0.04746 -0.35
C 0.73734 0.56620 -0.40001 0.34
C -0.70601 0.88909 -0.70588 -0.55
N -1.58390 -0.23744 -0.39831 -0.22
C -2.96854 -0.06205 -0.82707 -0.16
C -3.77976 -1.29938 -0.45398 -0.99
C -4.23398 -1.05809 1.00567 -0.66
C -4.08209 0.47245 1.24110 -0.63
C -3.74146 1.06582 -0.13167 -0.71
C 1.24674 -0.72249 -0.55271 -0.45
N 2.51504 -1.06457 -0.32901 -0.55
H 3.66718 1.94658 0.61766 0.41
H 1.26552 2.52501 0.21576 0.44
H -0.81378 1.09438 -1.79551 0.31
H -0.98782 1.80487 -0.18527 0.30
H -1.53158 -0.42355 0.58665 0.31
H -2.94900 0.04959 -1.90623 0.46
H -4.64111 -1.37193 -1.10691 0.35
H -3.19102 -2.19848 -0.55320 0.38
H -5.26925 -1.36084 1.15284 0.37
H -3.62150 -1.64051 1.72031 0.25
H -3.28086 0.66605 1.95562 0.27
H -4.98775 0.94644 1.69610 0.37
H -3.18589 2.00796 -0.04768 0.33
H -4.67106 1.25546 -0.70201 0.35
H 0.58525 -1.51142 -0.87440 0.46
```

***

[3]
Formula: C4H14N2O2
Source: the Open Molecules 2025 dataset
Level of theory: ωB97M-V with the def2-TZVPD basis set

Computed properties:
Calculated total energy, eV: -11449.037
ΔE to the lowest compared entry with this formula, charge and spin, eV: 1.654
Highest occupied orbital energy, eV: -8.68
SMILES: C[C@H](CN)NCO.O
Orbital gap, eV: 9.48

```
22
Properties=species:S:1:pos:R:3:mulliken_charge:R:1
C -0.45268 -0.68471 2.23362 -1.38
C -0.41449 -0.53180 0.67204 0.43
C 1.05184 -0.52101 0.22752 -0.83
N 1.53798 -1.75269 -0.39246 -0.64
N -1.11710 0.69035 0.30737 -0.11
C -0.53667 1.95170 0.04379 -0.71
O -0.04710 2.02447 -1.36028 -0.57
H 0.37783 -1.27522 2.64467 0.34
H -0.30389 0.23525 2.79909 0.31
H -1.38210 -1.21464 2.43960 0.39
H -1.00210 -1.38143 0.33312 0.32
H 1.19887 0.31586 -0.45381 0.19
H 1.71642 -0.35031 1.05563 0.43
H 1.52241 -1.65058 -1.39388 0.28
H 0.98561 -2.56336 -0.16057 0.26
H -2.11804 0.63040 0.29519 0.24
H 0.29656 2.15147 0.71602 0.38
H -1.39661 2.60883 -0.06143 0.35
H 0.90902 2.14341 -1.34967 0.33
O -0.11193 -0.69365 -2.92896 -0.64
H 0.20450 0.10003 -2.45512 0.31
H -0.91835 -0.23238 -3.21149 0.32
```

***

[4]
Formula: C50H49AsN4OSSiY
Source: the Open Molecules 2025 dataset
Level of theory: ωB97M-V with the def2-TZVPD basis set

Computed properties:
Calculated total energy, eV: -141253.809
Net charge: -1
ΔE to the lowest compared entry with this formula, charge and spin, eV: 0.691
Highest occupied orbital energy, eV: -4.90
Orbital gap, eV: 7.39

```
108
Properties=species:S:1:pos:R:3:mulliken_charge:R:1
Y 0.70553 -0.64101 1.53163 -0.38
N 4.48933 0.02139 4.37143 -0.50
C 3.31483 -0.23671 3.70853 0.64
S 3.30903 0.23089 2.05053 -0.64
N 2.38703 -0.79861 4.41343 -1.32
N 1.22813 -1.22541 3.80923 0.86
C 0.36943 -1.67861 4.66913 -0.77
C -0.90207 -2.26521 4.38983 1.17
C -1.68467 -2.64771 5.48753 -0.54
C -2.91417 -3.24271 5.33823 -0.82
C -3.40217 -3.47871 4.05463 -0.53
C -2.66207 -3.12641 2.95423 -0.35
C -1.39237 -2.50761 3.06653 -0.09
O -0.72967 -2.20181 2.00263 -0.55
H 5.07053 0.72189 3.94333 0.24
H 4.42323 0.03939 5.37633 0.25
H 0.65533 -1.63241 5.72593 0.18
H -1.29667 -2.45511 6.47993 0.35
H -3.49477 -3.52201 6.20543 0.40
H -4.37117 -3.94131 3.92993 0.40
H -3.03847 -3.30501 1.95803 0.43
C -3.20647 1.14899 6.05663 -0.79
C -3.41967 0.27419 5.00463 -0.81
C -2.69437 0.41549 3.83783 -0.53
C -1.74687 1.42739 3.68473 0.77
C -1.52587 2.27319 4.76623 -0.72
C -2.24657 2.14149 5.94003 -0.60
Si -0.80037 1.55969 2.01043 1.74
C -2.23217 2.01629 0.79513 0.08
C -1.90867 2.27609 -0.53437 -0.24
C -2.87007 2.61149 -1.46867 -0.54
C -4.19997 2.67949 -1.08897 -0.67
C -4.54857 2.41669 0.22473 -0.77
C -3.57327 2.09369 1.15253 -0.24
C 0.10933 3.27439 2.06733 -0.07
C 1.49883 3.34739 2.04903 -0.20
C 2.15803 4.56309 1.98823 -0.50
C 1.43203 5.74099 1.94693 -0.49
C 0.04813 5.69279 1.98173 -0.74
C -0.60007 4.47189 2.04163 0.02
H -3.79007 1.05779 6.96123 0.37
H -4.15007 -0.51951 5.09153 0.46
H -2.87057 -0.26851 3.01833 0.91
H -0.78237 3.05509 4.68113 0.35
H -2.06957 2.81839 6.76683 0.40
H -0.86787 2.22679 -0.83087 0.41
H -2.57907 2.81519 -2.49067 0.44
H -4.96287 2.93139 -1.81137 0.37
H -5.58487 2.46619 0.53093 0.39
H -3.86617 1.89949 2.17423 0.37
H 2.08543 2.43699 2.07363 -0.05
H 3.23983 4.58789 1.96483 0.42
H 1.94303 6.69209 1.87933 0.36
H -0.52557 6.61119 1.95593 0.39
H -1.67997 4.43799 2.06083 0.43
C 0.60023 -6.28761 -4.69337 -1.62
C 0.46933 -4.94011 -4.04677 0.73
C -0.19737 -4.78111 -2.84397 -0.94
C -0.33857 -3.53591 -2.24887 0.00
C -1.10537 -3.46541 -0.96247 -1.71
C 0.18933 -2.38021 -2.85727 -0.43
As -0.08957 -0.73791 -1.67807 1.71
N 1.25093 -1.09201 -0.51467 0.42
C 2.50703 -1.49001 -0.87337 0.34
C 3.27073 -2.27061 0.01933 -0.45
C 4.57413 -2.60341 -0.27197 -0.62
C 5.16423 -2.20441 -1.46277 -0.89
C 4.42033 -1.45841 -2.36277 -1.05
C 3.11793 -1.11431 -2.07837 0.36
C 0.26313 0.85289 -2.89357 -0.44
C 1.13743 1.91259 -2.63147 0.96
C 2.04293 1.95059 -1.43407 -1.02
C 1.17053 3.01669 -3.48077 -0.86
C 0.32323 3.13169 -4.56577 0.78
C 0.37603 4.31709 -5.48607 -1.62
C -0.61817 2.12789 -4.76047 -1.16
C -0.67037 1.01689 -3.93527 1.34
C -1.75677 0.00219 -4.13877 -1.86
C 0.84263 -2.53831 -4.08507 2.09
C 1.38303 -1.41101 -4.92177 -1.62
C 0.97463 -3.80491 -4.64947 -1.13
H 0.25813 -7.07321 -4.02437 0.35
H 1.63383 -6.48951 -4.96867 0.35
H -0.00157 -6.32631 -5.60097 0.31
H -0.62457 -5.64881 -2.35807 0.31
H -1.50987 -4.44181 -0.70127 0.42
H -1.92917 -2.75071 -1.04897 0.34
H -0.46777 -3.13031 -0.14007 0.02
H 2.81563 -2.59121 0.96333 0.44
H 5.14973 -3.17751 0.44363 0.43
H 6.19283 -2.46101 -1.67987 0.35
H 4.87423 -1.12171 -3.28767 0.42
H 2.55533 -0.48781 -2.75767 0.56
H 1.69173 1.28649 -0.64137 -0.85
H 2.08913 2.96129 -1.02817 0.71
H 3.05793 1.65419 -1.69597 0.43
H 1.87313 3.81179 -3.26737 0.37
H 1.16843 5.00189 -5.19377 0.39
H -0.57217 4.85379 -5.46967 0.32
H 0.56033 3.99629 -6.51077 0.33
H -1.33647 2.22219 -5.56657 0.32
H -2.37587 0.25849 -4.99497 0.51
H -2.38127 -0.03741 -3.24117 0.31
H -1.34437 -0.99641 -4.28347 0.17
H 1.21333 -0.44711 -4.45687 -0.27
H 0.89003 -1.41431 -5.89627 0.58
H 2.45183 -1.54551 -5.08537 0.52
H 1.48953 -3.89881 -5.59767 0.43
```